Computed, not measured: C6H6N4O in the gas phase in a non-equilibrium geometry, with wB97M-V/def2-TZVPD.

* relative energy (zero: lowest compared OMol25 entry of this formula, charge and spin): 191.7 kJ/mol
* electronic energy: -14325.5295 eV
* frontier orbital gap: 0.333 Eh
* HOMO: -9.11 eV
* LUMO level: -0.04 eV
* SMILES: Cc1cc(=O)n2cnnc2[nH]1

```
17
C6H6N4O, DFT wB97M-V/def2-TZVPD
C 3.281 -0.521 0.077
C 1.827 -0.114 -0.085
C 1.288 1.146 0.004
C -0.143 1.523 -0.123
O -0.681 2.590 0.098
N -0.952 0.235 -0.147
C -2.298 0.174 -0.021
N -2.571 -1.122 0.129
N -1.365 -1.797 0.016
C -0.399 -0.965 -0.048
N 0.967 -1.163 -0.112
H 3.510 -0.882 1.196
H 4.026 0.217 -0.199
H 3.441 -1.539 -0.568
H 2.003 1.831 0.153
H -2.802 1.134 0.219
H 1.381 -2.007 0.388
```